# 1
{
  "formula": "C7H14BrO4P",
  "method": "wB97M-V/def2-TZVPD",
  "symbols": ["C", "C", "C", "C", "C", "C", "C", "O", "O", "O", "O", "P", "Br", "H", "H", "H", "H", "H", "H", "H", "H", "H", "H", "H", "H", "H", "H"],
  "positions_angstrom": [[-0.809, -2.993, 0.457], [0.791, -0.664, -3.024], [-0.162, 1.652, -3.184], [1.415, -0.064, 2.633], [-0.762, 1.314, 3.078], [0.183, 0.422, -2.246], [0.011, 0.147, 2.264], [-1.556, -3.821, 0.047], [-2.664, 0.262, 0.521], [-1.071, 0.046, -1.550], [-0.112, 0.319, 0.862], [-1.343, -0.218, 0.054], [1.029, -3.237, 0.725], [0.107, -0.984, -3.817], [1.757, -0.567, -3.504], [1.065, -1.598, -2.468], [-0.781, 2.247, -2.544], [-0.578, 1.215, -4.173], [0.738, 2.358, -3.377], [1.838, 0.812, 3.079], [1.294, -0.916, 3.443], [2.010, -0.528, 1.808], [-1.732, 1.056, 3.247], [-0.614, 2.296, 2.580], [-0.330, 1.405, 4.126], [0.911, 0.787, -1.379], [-0.635, -0.748, 2.343]],
  "orbital_gap_ev": [7.64, 7.16],
  "de_lowest_kj_mol": 258.50,
  "e_lumo_ev": [-1.12, -1.30],
  "total_energy_ha": -3491.3814,
  "multiplicity": 1,
  "e_homo_ev": [-8.76, -8.46]
}



# 2
{
  "formula": "C7H14ClMoN5O6Se",
  "method": "wB97M-V/def2-TZVPD",
  "symbols": ["Mo", "N", "C", "C", "C", "C", "N", "C", "N", "N", "C", "O", "O", "H", "H", "H", "H", "H", "H", "H", "H", "H", "H", "H", "H", "H", "H", "O", "Cl", "O", "O", "O", "Se", "C", "N"],
  "positions_angstrom": [[0.263, -3.296, 0.596], [-0.740, -1.508, -0.150], [0.221, -0.360, -0.294], [0.157, 0.304, -1.676], [-0.859, 1.450, -1.811], [-0.205, 2.830, -1.718], [0.407, 3.142, -0.420], [-0.178, 3.842, 0.557], [0.534, 4.207, 1.620], [-1.475, 4.133, 0.504], [1.641, -0.835, 0.014], [2.587, -0.131, -0.105], [1.741, -2.143, 0.388], [-1.184, -1.702, -1.047], [-1.505, -1.266, 0.480], [-0.011, 0.363, 0.490], [-0.031, -0.478, -2.418], [1.156, 0.675, -1.910], [-1.682, 1.347, -1.098], [-1.321, 1.413, -2.799], [-0.900, 3.622, -2.000], [0.598, 2.886, -2.453], [1.411, 3.060, -0.364], [1.528, 4.052, 1.662], [0.135, 4.782, 2.344], [-2.012, 3.966, -0.329], [-1.896, 4.727, 1.201], [0.916, -4.964, 1.916], [-0.050, -4.358, 2.879], [-0.382, -5.134, 3.967], [-1.212, -4.071, 1.920], [0.456, -3.024, 3.115], [-0.063, -4.467, -1.479], [0.732, -6.040, -0.956], [1.223, -7.026, -0.627]],
  "orbital_gap_ev": [7.45, 7.89],
  "de_lowest_kj_mol": 153.95,
  "e_lumo_ev": [-8.64, -8.42],
  "total_energy_ha": -3929.3500,
  "charge": 2,
  "multiplicity": 3,
  "e_homo_ev": [-16.09, -16.30]
}



# 3
{
  "formula": "C7H14ClN2",
  "method": "wB97M-V/def2-TZVPD",
  "symbols": ["C", "C", "C", "C", "C", "C", "C", "N", "N", "Cl", "H", "H", "H", "H", "H", "H", "H", "H", "H", "H", "H", "H", "H", "H"],
  "positions_angstrom": [[-0.518, -0.899, 0.882], [0.935, -0.627, 0.618], [1.468, -0.290, -0.739], [-1.700, 0.697, -0.480], [0.689, -0.210, -1.995], [-2.777, -1.151, 0.602], [2.348, 1.454, 1.043], [-1.601, -0.332, 0.327], [1.249, 0.768, 0.353], [-1.062, 2.419, -0.124], [-0.602, -1.650, 1.787], [1.508, -1.269, 1.259], [2.499, -0.657, -0.896], [-2.572, 0.791, -1.080], [-0.185, -0.932, -1.982], [1.229, -0.499, -2.900], [0.221, 0.689, -2.219], [-2.708, -2.294, 0.434], [-3.054, -0.892, 1.664], [-3.558, -0.940, -0.084], [2.657, 2.306, 0.382], [2.149, 1.650, 2.051], [3.132, 0.710, 0.878], [0.255, 1.158, 0.218]],
  "orbital_gap_ev": [7.67, 7.61],
  "de_lowest_kj_mol": 376.85,
  "e_lumo_ev": [-3.79, -3.97],
  "total_energy_ha": -844.3973,
  "charge": 1,
  "multiplicity": 1,
  "e_homo_ev": [-11.45, -11.58]
}



# 4
{
  "formula": "C7H14ClO6P",
  "method": "wB97M-V/def2-TZVPD",
  "symbols": ["C", "C", "C", "C", "C", "C", "C", "O", "O", "O", "O", "O", "O", "P", "Cl", "H", "H", "H", "H", "H", "H", "H", "H", "H", "H", "H", "H", "H", "H"],
  "positions_angstrom": [[2.077, 0.976, 0.013], [0.219, -2.229, -1.459], [1.275, 3.128, -0.419], [0.030, -0.728, 2.865], [-3.375, -0.419, -0.219], [2.221, -0.335, -0.635], [0.192, -0.826, -1.151], [2.034, 1.191, 1.187], [-0.979, 1.145, 0.597], [0.032, 0.030, -2.173], [1.844, 1.922, -0.904], [-0.102, -1.142, 1.522], [-2.197, -1.122, 0.193], [-0.814, -0.311, 0.368], [2.607, -1.651, 0.509], [0.646, -2.875, -0.691], [-0.931, -2.518, -1.454], [0.719, -2.390, -2.509], [0.191, 2.778, -0.130], [1.076, 3.801, -1.279], [1.678, 3.622, 0.485], [-0.047, 0.353, 3.093], [0.916, -1.166, 3.371], [-0.963, -1.194, 3.373], [-4.109, -0.299, 0.666], [-3.833, -0.915, -0.991], [-3.035, 0.571, -0.725], [2.781, -0.321, -1.660], [-0.153, 0.923, -1.843]],
  "orbital_gap_ev": 9.30,
  "de_lowest_kj_mol": 0.00,
  "e_lumo_ev": 0.62,
  "total_energy_ha": -1528.0819,
  "multiplicity": 1,
  "e_homo_ev": -8.69
}



# 5
{
  "formula": "C7H14ClOPS2",
  "method": "wB97M-V/def2-TZVPD",
  "symbols": ["C", "C", "C", "C", "C", "C", "C", "O", "P", "S", "S", "Cl", "H", "H", "H", "H", "H", "H", "H", "H", "H", "H", "H", "H", "H", "H"],
  "positions_angstrom": [[1.631, 1.565, -0.361], [2.403, 0.491, -0.507], [1.603, 2.651, 0.681], [-4.418, -1.155, -0.934], [-0.632, -2.754, 1.578], [2.248, -0.469, -1.533], [-3.362, -0.455, -0.393], [-0.969, -2.890, 0.198], [-0.626, -1.545, -0.705], [-1.268, -2.473, -2.482], [1.431, -2.037, -0.823], [-2.942, -0.867, 1.181], [0.944, 1.514, -1.185], [3.183, 0.411, 0.315], [2.109, 3.451, 0.346], [0.542, 2.875, 1.049], [2.281, 2.406, 1.516], [-4.994, -1.895, -0.351], [-4.644, -1.044, -2.008], [-2.021, -1.482, -3.054], [-0.979, -3.665, 1.970], [-1.055, -1.915, 1.934], [0.382, -2.718, 1.575], [3.132, -0.933, -1.895], [1.661, -0.110, -2.303], [-2.776, 0.323, -0.964]],
  "orbital_gap_ev": 9.04,
  "de_lowest_kj_mol": 118.66,
  "e_lumo_ev": 0.62,
  "total_energy_ha": -1948.1857,
  "multiplicity": 1,
  "smiles": "C/C=C/CSP(S)OC.C=CCl",
  "e_homo_ev": -8.42
}



# 6
{
  "formula": "C7H14Co2KN2O5",
  "method": "wB97M-V/def2-TZVPD",
  "symbols": ["K", "Co", "Co", "C", "O", "O", "O", "C", "O", "N", "C", "C", "H", "H", "H", "H", "H", "H", "H", "C", "O", "N", "C", "C", "H", "H", "H", "H", "H", "H", "H"],
  "positions_angstrom": [[2.997, 0.858, 0.781], [-0.814, -1.919, -0.372], [-1.293, 1.537, -2.274], [0.015, 0.531, -0.344], [0.398, 1.584, -0.936], [0.641, -0.482, 0.130], [-1.101, 0.060, -0.863], [-2.757, 3.530, -0.272], [-2.252, 2.893, -1.238], [-2.150, 4.498, 0.355], [-2.885, 5.356, 1.275], [-0.751, 4.862, 0.182], [-3.791, 3.395, 0.048], [-2.615, 5.126, 2.311], [-3.963, 5.321, 1.156], [-2.586, 6.404, 1.216], [-0.617, 5.813, -0.322], [-0.322, 4.821, 1.187], [-0.179, 4.096, -0.339], [0.649, -4.597, 0.394], [0.024, -3.498, 0.347], [1.812, -4.833, -0.131], [2.427, -6.160, -0.065], [2.629, -3.760, -0.670], [0.209, -5.483, 0.854], [1.673, -6.838, 0.337], [3.283, -6.139, 0.606], [2.688, -6.562, -1.041], [3.484, -3.641, 0.004], [3.041, -3.964, -1.656], [2.108, -2.807, -0.659]],
  "orbital_gap_ev": [7.99, 7.37],
  "e_lumo_ev": [-10.64, -11.24],
  "total_energy_ha": -4125.3737,
  "charge": 3,
  "multiplicity": 7,
  "e_homo_ev": [-18.63, -18.61]
}



# 7
{
  "formula": "C7H14GdOP",
  "method": "wB97M-V/def2-TZVPD",
  "symbols": ["C", "C", "C", "C", "C", "Gd", "P", "H", "H", "H", "H", "H", "H", "H", "H", "C", "C", "O", "H", "H", "H", "H", "H", "H"],
  "positions_angstrom": [[-1.686, 1.908, -0.816], [-2.884, 1.687, -1.400], [-3.653, 0.494, -1.405], [-3.258, -0.688, -0.739], [-2.094, -0.845, -0.059], [-0.370, 0.290, -0.213], [1.307, 2.030, 0.529], [-1.144, 2.835, -0.918], [-3.320, 2.556, -1.884], [-4.630, 0.518, -1.882], [-1.837, -1.676, 0.576], [-3.963, -1.514, -0.690], [1.590, 1.932, 1.895], [0.899, 3.350, 0.407], [2.580, 2.077, 0.000], [3.159, -2.039, 1.236], [2.387, -1.160, 0.297], [0.955, -1.315, 0.561], [2.995, -1.725, 2.272], [4.219, -1.926, 1.005], [2.867, -3.078, 1.106], [2.681, -0.121, 0.508], [2.558, -1.369, -0.757], [0.643, -2.219, 0.372]],
  "orbital_gap_ev": [4.84, 4.92],
  "e_lumo_ev": [-0.34, -0.20],
  "total_energy_ha": -1457.0227,
  "multiplicity": 8,
  "e_homo_ev": [-5.19, -5.13]
}



# 8
{
  "formula": "C7H14N",
  "method": "wB97M-V/def2-TZVPD",
  "symbols": ["C", "C", "C", "C", "C", "C", "C", "N", "H", "H", "H", "H", "H", "H", "H", "H", "H", "H", "H", "H", "H", "H"],
  "positions_angstrom": [[0.011, 0.733, -0.624], [-0.863, 0.921, 0.711], [0.435, 0.179, 0.739], [0.003, -0.628, -1.086], [-1.122, 2.311, 1.298], [1.562, -0.367, 1.484], [1.215, -1.280, -1.698], [-1.264, -1.372, -1.096], [0.210, 1.687, -1.237], [-1.815, 0.267, 0.780], [-1.512, 2.287, 2.326], [-1.743, 2.811, 0.599], [-0.225, 2.883, 1.310], [2.402, 0.321, 1.436], [1.954, -1.278, 1.190], [1.272, -0.545, 2.469], [1.125, -2.200, -1.177], [2.091, -0.700, -1.639], [1.045, -1.424, -2.754], [-1.811, -1.039, -0.160], [-1.176, -2.388, -0.892], [-1.794, -1.179, -1.979]],
  "orbital_gap_ev": 8.65,
  "de_lowest_kj_mol": 385.39,
  "e_lumo_ev": -3.54,
  "total_energy_ha": -329.4607,
  "charge": 1,
  "multiplicity": 1,
  "e_homo_ev": -12.19
}



# 9
{
  "formula": "C7H14N",
  "method": "wB97M-V/def2-TZVPD",
  "symbols": ["C", "C", "C", "C", "C", "C", "C", "N", "H", "H", "H", "H", "H", "H", "H", "H", "H", "H", "H", "H", "H", "H"],
  "positions_angstrom": [[0.917, 0.829, -1.442], [-0.289, 0.248, -0.772], [1.078, -0.576, -2.111], [-0.174, -0.968, -1.485], [-0.819, -2.231, -1.529], [-1.220, 1.521, 2.489], [0.910, 0.354, 2.586], [-0.080, 0.794, 1.945], [0.737, 1.661, -2.180], [-1.201, 0.798, -0.674], [1.115, -0.402, -3.136], [2.093, -1.102, -2.028], [-1.736, -2.083, -1.023], [-0.277, -3.104, -1.150], [-0.942, -2.610, -2.628], [-1.834, 0.781, 2.916], [-0.786, 2.161, 3.323], [-1.818, 1.954, 1.738], [1.632, -0.266, 2.016], [1.110, 0.698, 3.558], [1.678, 1.354, -0.826], [-0.093, 0.188, 0.414]],
  "orbital_gap_ev": 8.29,
  "de_lowest_kj_mol": 360.33,
  "e_lumo_ev": -5.06,
  "total_energy_ha": -329.4703,
  "charge": 1,
  "multiplicity": 1,
  "e_homo_ev": -13.35
}



# 10
{
  "formula": "C7H14N",
  "method": "wB97M-V/def2-TZVPD",
  "symbols": ["C", "C", "C", "C", "C", "C", "C", "N", "H", "H", "H", "H", "H", "H", "H", "H", "H", "H", "H", "H", "H", "H"],
  "positions_angstrom": [[1.546, -0.575, 1.610], [1.265, -1.131, 0.292], [0.261, 0.928, -0.875], [-0.370, 1.792, 0.109], [0.837, -0.593, -0.822], [0.566, -1.208, -2.156], [-2.098, 0.264, 0.812], [-1.433, 1.486, 0.814], [1.519, -1.352, 2.446], [0.797, 0.130, 1.718], [1.884, -1.991, 0.128], [-0.578, 0.696, -1.604], [0.914, 1.563, -1.485], [-0.040, 2.857, 0.305], [1.041, -0.598, -2.953], [-0.536, -1.199, -2.362], [1.071, -2.061, -2.040], [-1.282, -0.491, 0.556], [-2.510, 0.219, 1.846], [-2.959, 0.360, 0.214], [2.538, -0.187, 1.675], [-1.876, 2.057, 1.508]],
  "orbital_gap_ev": 8.66,
  "de_lowest_kj_mol": 206.01,
  "e_lumo_ev": -4.56,
  "total_energy_ha": -329.5291,
  "charge": 1,
  "multiplicity": 1,
  "smiles": "C/C=C(/C)C/C=[NH+]\\C",
  "e_homo_ev": -13.23
}